Entry from OMol25: a 2-piece molecular cluster, C13H17NO overall in a non-equilibrium geometry (ωB97M-V/def2-TZVPD).

```
! wB97M-V def2-TZVPD RIJCOSX def2/J DEFGRID3
* xyz 0 1
C -1.714 -3.163 -0.889
C -1.602 -2.823 0.373
C -1.235 -2.373 -1.945
C -0.479 -0.786 -0.362
C -0.671 -1.136 -1.727
C 0.119 0.274 0.305
C -0.988 -1.593 0.749
C -0.249 0.192 1.724
C 0.848 0.185 2.766
C -1.315 1.310 2.037
C 2.396 0.805 -0.979
C 0.627 2.569 -1.463
C 1.380 1.839 -0.439
N -0.874 -1.109 1.924
O -0.162 -0.355 -2.714
H -2.130 -4.121 -1.174
H -2.154 -3.360 1.130
H -1.230 -2.639 -3.013
H 1.682 -0.295 2.370
H 0.656 -0.303 3.786
H 1.134 1.202 3.061
H -2.159 0.662 1.541
H -1.112 2.195 1.457
H -1.290 1.376 3.080
H 3.290 1.249 -1.444
H 1.900 0.129 -1.661
H 2.678 0.087 -0.237
H 0.084 1.925 -2.106
H 1.368 3.336 -1.896
H -0.244 3.119 -1.060
H 1.737 2.472 0.300
H -0.289 -0.871 -3.496
*
```

Output
Energy above the lowest of the compared OMol25 structures with the same formula, charge and spin, kJ/mol: 513.05
HOMO-LUMO gap (spin up / spin down), Ha: 0.278 / 0.278
HOMO level (spin up / spin down), eV: -7.61 / -7.61
Calculated total energy, eV: -17289.753

Results of the natural (NBO) charge analysis, in e, for atoms 1 through 4: number 1, C, carries -0.177; number 2, C, carries -0.242; number 3, C, carries -0.327; number 4, C, carries -0.305